1.
Computed, not measured: a cluster of 9 separate species, C26H73N3O16 in total, with ωB97M-V/def2-TZVPD.

Summary:
SMILES   COC[C@H](C)N.COC[C@H](C)N.COCCNCCOC.OCCO.OCCO.OCCO.OCCO.OCCO.OCCO
Electronic energy   -2402.274554 hartree
Molecular weight   683.9 g mol⁻¹

Positions of all 118 atoms, in Å:
1 O 2.4785 2.3708 5.4571
2 O -1.5506 0.8054 -4.0761
3 O 1.1716 -1.4515 2.8959
4 O -0.1942 2.3770 1.7281
5 O 4.6857 -0.1759 -0.3243
6 O 1.2388 4.4896 0.3850
7 O 2.8407 1.7013 0.2963
8 O 4.2366 2.0168 -6.4770
9 O 2.5818 -1.6706 0.3275
10 O -3.8480 1.4055 2.9795
11 O -1.3012 -1.6413 1.3276
12 O 0.3462 -3.6041 0.1383
13 O -0.5977 -2.8096 4.6730
14 O -2.9337 1.8915 0.4789
15 O -6.1099 -2.7644 -1.3187
16 O -1.4410 -5.4606 3.9132
17 N 1.5545 1.5326 -3.9607
18 N 4.2778 0.7976 2.6506
19 N -6.5738 -4.3850 -3.4833
20 C -4.0839 0.4393 1.9364
21 C -5.6934 -2.0747 -0.1687
22 C 3.2542 2.2087 4.2693
23 C -2.0472 -4.2946 3.3399
24 C 0.3519 2.3608 -4.3205
25 C 4.0867 2.1361 -0.2725
26 C -2.4729 0.5058 -3.1172
27 C -0.2401 3.6848 2.2128
28 C -0.8897 1.9635 -3.6026
29 C -0.3728 -0.5581 1.1849
30 C -4.8076 -3.2054 -4.7186
31 C -1.9629 -3.2355 4.4601
32 C 4.3623 0.1077 5.0668
33 C -5.3436 -3.5672 -3.3217
34 C 2.9002 1.7288 -6.0268
35 C 2.8417 1.9311 -4.5747
36 C 1.5788 -3.7074 -0.6535
37 C 4.6323 0.9840 -1.1339
38 C 3.5569 0.7749 3.9480
39 C 2.9498 3.4432 6.2357
40 C 4.4789 1.5256 -7.7680
41 C -4.1283 1.1256 0.5689
42 C 2.6767 -3.1010 0.2524
43 C -5.5538 -2.3463 -2.5313
44 C 0.0461 4.6759 1.0966
45 C 0.4534 -0.3523 2.4864
46 H -3.1693 1.3824 -3.0393
47 H 2.6817 2.6233 3.4629
48 H -3.1580 1.9504 2.5714
49 H 5.3806 0.4994 4.9433
50 H 1.7021 -4.7764 -0.8476
51 H -4.7039 -4.1094 -5.3292
52 H -3.7868 -2.8339 -4.6295
53 H 2.5971 -3.6419 1.2288
54 H 3.6625 -3.4265 -0.1375
55 H 1.4601 3.5841 0.3387
56 H 0.4303 3.7784 3.0353
57 H -4.6469 -1.7651 -2.3722
58 H 3.9721 0.8080 -2.0177
59 H 4.0498 0.2855 6.0455
60 H -1.5681 -6.2186 3.3260
61 H 2.9005 4.4022 5.7209
62 H 2.5914 0.2486 3.8975
63 H -1.6980 2.7353 -3.6380
64 H 0.6251 -2.0358 3.4943
65 H -3.2266 2.6959 0.0306
66 H -1.1639 4.0055 2.6778
67 H -0.9644 -2.4754 1.0700
68 H 3.9729 3.2483 6.4769
69 H 4.7877 2.4890 0.4312
70 H -5.0007 -0.0169 2.2115
71 H 4.2003 2.7463 4.4955
72 H 1.6059 -3.1809 -1.6453
73 H -4.6628 -2.2376 0.0325
74 H 3.6232 1.3912 -4.0708
75 H 4.3315 -0.1062 2.2479
76 H -2.5426 -2.3948 4.1225
77 H 2.6813 0.7206 -6.3444
78 H -0.3611 -3.4488 -0.4784
79 H 5.6536 1.2341 -1.5949
80 H 4.3810 0.4242 -7.7692
81 H -4.8994 1.8791 0.5016
82 H 1.1568 0.4513 2.2190
83 H 0.1740 2.3371 -5.3849
84 H -7.2173 -4.0888 -4.2031
85 H 1.6244 1.3247 -2.9590
86 H 3.8104 2.9671 -0.9636
87 H -1.4748 -3.8182 2.5303
88 H -5.8239 -0.9627 -0.2636
89 H 5.2180 1.0757 2.7848
90 H 2.3337 3.3738 7.1417
91 H 2.0769 2.3427 -6.5050
92 H 2.1883 -1.6030 1.2206
93 H -0.6826 1.6977 -2.5555
94 H -0.9632 0.3900 1.2287
95 H -1.0911 2.1089 1.4627
96 H -2.4138 -3.6563 5.3765
97 H 0.2741 -0.7182 0.2866
98 H 3.0193 1.5360 1.2305
99 H -0.7990 4.6819 0.4110
100 H -2.9969 -0.4576 -3.3492
101 H 3.0097 3.0471 -4.3548
102 H 0.1040 5.7004 1.5738
103 H -4.1666 0.3870 -0.1616
104 H -3.2696 -0.2678 1.9563
105 H 4.4729 -0.9641 5.0059
106 H -5.4891 -2.5259 -5.2468
107 H -0.2365 0.0247 3.2685
108 H -6.2682 -1.6439 -3.0015
109 H -3.0342 -4.4397 3.0149
110 H 5.4812 1.8384 -8.0830
111 H -7.0875 -4.3119 -2.6067
112 H 3.7331 -0.5556 -0.2195
113 H 0.5578 3.4133 -4.0016
114 H -1.9939 0.4726 -2.1149
115 H 3.7089 1.9522 -8.5299
116 H -0.1485 -3.5600 4.9851
117 H -6.3292 -2.5075 0.6274
118 H -4.6314 -4.0839 -2.7274

---

2.
Computed, not measured: a cluster of 9 separate species, C26H74ClN6O12 in total, with ωB97M-V/def2-TZVPD.

Summary:
Electronic energy   -2725.892692 hartree
Molecular weight   698.4 g mol⁻¹
2S+1   2

Positions of all 119 atoms, in Å:
1 Cl -21.1782 0.2594 1.4057
2 O -21.1612 -3.4168 -5.0282
3 O -20.1445 -0.5881 0.8344
4 O -21.2887 6.1471 2.0099
5 O -24.7613 -1.8146 3.3921
6 O -20.3970 -3.1503 2.3837
7 O -16.0083 2.0866 -0.7098
8 O -18.0299 0.3245 3.4132
9 O -20.8154 1.6009 0.9774
10 O -22.4833 -0.0692 0.9639
11 O -19.3509 4.8031 -1.6533
12 O -23.2344 -4.0699 -0.9054
13 O -21.1523 0.3754 2.8558
14 N -20.4037 2.2566 -2.1405
15 N -21.5795 -2.6714 -2.4907
16 N -22.4936 2.9994 3.6682
17 N -16.9324 -1.4317 0.5523
18 N -21.6633 -5.6848 -2.7245
19 N -24.7855 1.1013 2.6713
20 C -21.2638 -7.4209 -1.0795
21 C -17.1512 1.1143 4.2553
22 C -16.7602 3.2714 -0.5353
23 C -21.2603 -2.9604 3.5545
24 C -26.0020 -1.0219 3.5783
25 C -22.4537 -5.2425 -0.4432
26 C -21.5478 4.7981 2.2579
27 C -20.1818 -0.6793 -2.6408
28 C -25.9779 0.2353 2.5873
29 C -22.4156 6.9037 1.5395
30 C -20.6844 4.4558 -1.3387
31 C -20.9120 4.3731 4.6537
32 C -22.5947 2.9497 -2.0869
33 C -15.6276 -0.7081 -1.3507
34 C -16.6614 0.9784 -0.0117
35 C -24.7357 -2.7766 4.4017
36 C -25.9206 -0.3274 1.2004
37 C -22.0214 4.4058 3.6408
38 C -18.9988 6.0285 -1.0878
39 C -15.9763 -0.3863 0.0337
40 C -20.8544 -3.8564 -6.3186
41 C -21.2044 3.3387 -2.2638
42 C -20.9986 -1.6966 -3.4177
43 C -20.4038 -2.2987 -4.6642
44 C -22.2126 -6.3170 -1.5336
45 C -23.4643 -3.2630 0.2443
46 H -21.3215 -8.3076 -1.7108
47 H -17.6729 0.7350 -0.3370
48 H -22.6626 6.6007 0.5220
49 H -20.7764 5.4143 4.9464
50 H -22.2580 7.9795 1.6164
51 H -19.2813 -1.2440 -2.3996
52 H -24.6160 -2.3299 5.3887
53 H -24.6003 1.3711 1.7158
54 H -23.3427 3.6884 -2.3751
55 H -20.4809 -1.5307 -5.4338
56 H -20.2214 -7.1085 -1.1409
57 H -17.9243 6.1942 -1.1648
58 H -16.0812 4.1010 -0.7324
59 H -20.7967 -5.3248 -2.3509
60 H -17.2853 3.4647 -1.4707
61 H -23.7949 -3.3112 4.2700
62 H -15.0277 -0.2267 0.5463
63 H -20.7387 -3.2272 -2.4248
64 H -21.2686 -6.5103 -3.1522
65 H -22.9639 2.0671 -2.6093
66 H -22.9750 2.6201 -1.1200
67 H -23.1461 -6.8288 -1.7675
68 H -21.0150 3.7640 -3.2494
69 H -21.5532 -2.2158 -1.5897
70 H -21.6568 -3.8876 3.9682
71 H -15.0324 0.0236 -1.8970
72 H -16.9199 1.2299 1.0169
73 H -20.8175 -2.1903 4.1863
74 H -21.1218 -3.0492 -7.0006
75 H -20.6755 4.1943 2.0078
76 H -20.7130 -0.2173 -1.8087
77 H -22.1811 2.6524 4.5637
78 H -23.3332 6.6535 2.0719
79 H -20.4590 1.7485 -1.2694
80 H -21.3263 5.2909 -1.6193
81 H -16.5433 -0.8239 -1.9305
82 H -19.3574 -2.4955 -4.4311
83 H -26.6179 -1.1468 1.0260
84 H -21.5223 -7.7845 -0.0849
85 H -17.7535 -1.4707 -0.0345
86 H -17.0357 0.8000 5.2926
87 H -18.8982 0.6880 3.2246
88 H -19.4434 2.5692 -2.1374
89 H -20.0090 3.8379 4.3601
90 H -21.1393 4.0720 5.6763
91 H -20.7673 4.2721 -0.2675
92 H -22.2431 4.5197 1.4659
93 H -26.9502 0.6692 2.8208
94 H -22.9414 -5.7174 0.4080
95 H -24.3761 -3.3847 0.8291
96 H -26.1296 -0.5559 4.5553
97 H -22.6534 -3.3284 0.9697
98 H -22.1942 -2.5014 3.2302
99 H -21.8559 2.6520 2.9662
100 H -25.4376 -3.6054 4.3089
101 H -15.1848 -1.7005 -1.4350
102 H -21.4736 -4.9513 -0.0654
103 H -19.8758 0.1087 -3.3290
104 H -26.8838 -1.6344 3.3904
105 H -19.8499 -4.2365 -6.5045
106 H -17.1822 -1.4204 1.5308
107 H -26.1320 0.3571 0.3789
108 H -24.0437 0.4250 2.7828
109 H -19.4353 6.8220 -1.6944
110 H -21.4042 -4.7634 -6.5701
111 H -17.6255 2.0782 4.4394
112 H -24.9696 -0.8164 0.9893
113 H -21.7971 -1.0356 -3.7547
114 H -19.3393 6.2625 -0.0792
115 H -22.7785 5.0845 4.0335
116 H -17.1773 3.4579 0.4543
117 H -16.2405 1.3397 3.7004
118 H -20.1015 -2.3141 2.0162
119 H -23.6977 -2.2403 -0.0519